Below is a structure of composition C18H54BeNO21 at a distorted geometry, with properties calculated with the ωB97M-V functional and the def2-TZVPD basis.

orbital gap = 3.00 eV
HOMO level = -0.406 Eh

The geometry in ORCA input format:
```
! RIJCOSX wB97M-V def2-TZVPD def2/J DEFGRID3
* xyz 1 1
Be 7.0194 -11.0478 8.3066
N 10.1351 -12.9748 7.9188
O 10.0635 -14.0694 7.4152
O 11.0320 -12.2635 7.6650
O 9.2079 -12.5417 8.5450
C 13.4628 -12.8206 5.3417
C 14.2523 -13.7482 6.2674
O 13.8746 -13.5601 7.6428
O 12.0393 -13.1036 5.3359
H 13.8027 -12.8967 4.3088
H 13.5966 -11.7739 5.6145
H 15.3226 -13.6808 6.0725
H 14.1998 -14.8046 6.0042
H 12.9279 -13.4038 7.6702
H 11.7159 -12.8558 6.2051
C 5.8576 -15.8352 7.1060
C 7.4123 -16.0024 7.1972
O 7.7424 -17.3506 7.3989
O 5.1965 -15.7026 8.3318
H 5.4994 -16.7967 6.7380
H 5.6152 -15.0630 6.3759
H 7.8633 -15.3975 7.9839
H 7.8123 -15.6120 6.2614
H 8.6748 -17.5324 7.5372
H 4.2641 -15.9202 8.2629
C 9.3774 -15.7692 3.1274
C 10.3970 -15.9932 4.3014
O 11.6926 -15.3802 4.0886
O 9.0432 -14.4418 2.8910
H 8.3985 -16.2360 3.2371
H 9.7564 -16.1934 2.1976
H 10.5367 -17.0445 4.5530
H 9.8834 -15.6794 5.2102
H 11.6652 -14.5169 4.5076
H 9.8977 -14.0045 2.9013
C 11.9700 -9.2554 6.3447
C 13.2018 -9.0862 7.2745
O 14.2193 -8.2728 6.6839
O 12.2721 -9.8196 5.0677
H 11.4509 -8.3058 6.2145
H 11.2018 -9.9028 6.7674
H 13.7444 -9.9730 7.6022
H 12.9167 -8.6413 8.2279
H 14.8892 -8.0394 7.3308
H 13.2054 -10.0437 5.0496
C 13.9314 -11.4172 10.6546
C 14.9195 -10.7383 11.6222
O 14.1837 -10.3289 12.7905
O 12.9774 -10.4775 10.1003
H 13.4452 -12.2250 11.2016
H 14.4494 -11.9599 9.8638
H 15.4232 -9.8871 11.1640
H 15.6724 -11.4467 11.9676
H 14.6553 -10.4589 13.6166
H 12.3077 -11.0382 9.7019
C 6.5862 -13.2753 10.6294
C 6.2905 -11.9921 11.3563
O 7.1408 -10.9613 10.8553
O 6.3281 -13.2441 9.2116
H 5.9801 -14.1199 10.9571
H 7.6442 -13.5195 10.7254
H 6.5043 -12.2673 12.3891
H 5.2779 -11.6232 11.1931
H 7.1738 -10.2962 11.5468
H 5.9958 -14.1029 8.9401
C 10.2962 -12.3941 13.3140
C 10.5472 -12.6509 11.7534
O 10.6130 -11.4876 11.0255
O 11.4058 -11.7107 13.7614
H 10.2416 -13.3583 13.8194
H 9.3399 -11.8711 13.3249
H 9.7156 -13.2278 11.3487
H 11.3716 -13.3496 11.6111
H 10.0895 -11.6100 10.2302
H 11.6615 -12.0442 14.6245
C 12.0513 -16.8105 7.4910
C 11.7034 -18.1992 6.9910
O 10.4423 -18.5687 7.4302
O 12.2015 -16.6355 8.8832
H 11.2548 -16.1987 7.0675
H 12.9599 -16.4840 6.9849
H 12.4149 -18.8911 7.4416
H 11.7159 -18.3044 5.9062
H 10.2595 -19.4700 7.1550
H 11.4092 -16.8797 9.3673
C 6.5186 -11.9685 5.1440
C 8.0534 -11.8052 5.2988
O 8.3858 -10.6236 5.9645
O 5.8444 -12.3424 6.3529
H 6.4246 -12.9100 4.6029
H 6.0421 -11.1224 4.6487
H 8.6437 -11.7923 4.3825
H 8.4789 -12.6039 5.9063
H 8.8739 -10.0772 5.3441
H 4.9951 -12.6439 6.0220
*
```

Below is a cluster of 9 separate species, C36H58O16 in total at a distorted geometry, with properties calculated with the ωB97M-V functional and the def2-TZVPD basis.

orbital gap = 9.60 eV
HOMO level = -0.354 Eh

The geometry in ORCA input format:
```
! RIJCOSX wB97M-V def2-TZVPD def2/J DEFGRID3
* xyz 0 1
O 4.4050 -0.5645 4.9935
C 4.1986 0.0626 4.0026
C 4.1526 -0.4385 2.5799
C 3.5521 0.7228 1.7697
C 3.8107 1.9262 2.6944
O 3.9853 1.4017 4.0092
H 5.2034 -0.4757 2.2622
H 3.7209 -1.4147 2.3921
H 4.0566 0.8523 0.8146
H 2.4880 0.5836 1.5839
H 4.6609 2.5138 2.3497
H 2.9406 2.5816 2.7319
O -2.3968 -3.1051 -0.6417
C -1.4596 -3.4184 -1.3184
C -0.9673 -2.7107 -2.5820
C 0.2008 -3.5782 -3.0600
C 0.3128 -4.7234 -2.0420
O -0.7818 -4.5574 -1.1282
H -1.7801 -2.6402 -3.3028
H -0.6458 -1.6910 -2.3840
H 0.0584 -4.0029 -4.0534
H 1.1179 -2.9958 -3.1212
H 0.1613 -5.6986 -2.4958
H 1.2242 -4.6686 -1.4491
O 1.0976 -5.7221 4.6459
C 1.4007 -5.1369 3.6511
C 2.7664 -5.0830 2.9921
C 2.4835 -4.5238 1.6041
C 1.1777 -3.7714 1.8116
O 0.5664 -4.2899 3.0060
H 3.4044 -4.4330 3.5928
H 3.2064 -6.0772 2.9897
H 3.2849 -3.9100 1.1970
H 2.3337 -5.3386 0.8907
H 1.3596 -2.7159 2.0515
H 0.4351 -3.7663 1.0217
O -0.7219 1.7583 1.2405
C -0.3759 2.1136 2.3307
C -0.2722 3.5110 2.9275
C -0.5046 3.2241 4.4060
C 0.0620 1.7988 4.5697
O 0.0624 1.2258 3.2502
H 0.7844 3.7446 2.7574
H -0.9694 4.1888 2.4503
H 0.0161 3.9262 5.0560
H -1.5604 3.2919 4.6656
H 1.0590 1.8044 5.0054
H -0.5959 1.1793 5.1748
O -2.8830 -3.6413 5.3467
C -2.8290 -3.0785 4.3000
C -3.9578 -2.7760 3.3310
C -3.3377 -1.8186 2.3235
C -1.8213 -2.0578 2.5165
O -1.6683 -2.5498 3.8260
H -4.3508 -3.6793 2.8653
H -4.7855 -2.3590 3.9044
H -3.6497 -1.9986 1.2962
H -3.5399 -0.7660 2.5363
H -1.4846 -2.7833 1.7702
H -1.2982 -1.1319 2.2739
O -2.7238 0.1573 -6.6201
C -1.8096 0.6273 -6.0186
C -1.7616 1.8318 -5.0919
C -0.5360 1.5085 -4.2596
C 0.3632 0.9242 -5.3351
O -0.5316 0.1576 -6.1532
H -1.5675 2.6434 -5.8059
H -2.7022 2.0125 -4.5893
H -0.1318 2.3937 -3.7588
H -0.7711 0.8104 -3.4581
H 0.7933 1.7295 -5.9362
H 1.1536 0.2985 -4.9288
O 2.9683 3.5495 -1.2533
C 2.1618 4.4299 -1.1736
C 0.6909 4.2769 -0.8054
C 0.1851 5.7205 -0.7996
C 1.2219 6.4647 -1.6225
O 2.4420 5.7079 -1.5039
H 0.2800 3.7324 -1.6587
H 0.5772 3.7949 0.1558
H -0.8248 5.9288 -1.1504
H 0.1770 6.0793 0.2354
H 0.9733 6.4261 -2.6881
H 1.3773 7.5034 -1.3491
C 1.2333 0.3584 -1.0944
C 2.2616 -0.4294 -1.9339
C 2.6134 -1.5756 -0.9669
O 1.3051 -1.8893 -0.4743
C 0.6013 -0.7193 -0.1559
H 0.5298 0.8687 -1.7460
H 1.8202 1.0787 -0.5247
H 3.1543 0.1638 -2.1281
H 1.7783 -0.9031 -2.7858
H 3.2073 -1.3108 -0.0890
H 2.9709 -2.4581 -1.4930
H 0.6869 -0.4092 0.8910
H -0.4705 -0.7899 -0.3523
C -4.8853 1.7071 -1.9295
C -3.4910 2.1873 -1.5147
C -2.7657 0.8590 -1.4871
O -3.1839 0.2397 -2.7050
C -4.5212 0.6506 -2.9897
H -5.4783 2.5401 -2.3044
H -5.3834 1.2258 -1.0912
H -3.5257 2.7017 -0.5505
H -3.0002 2.8659 -2.2146
H -3.0647 0.2765 -0.6066
H -1.6799 0.9454 -1.4582
H -5.1945 -0.2085 -2.8894
H -4.6359 0.9962 -4.0195
*
```